#one
Entry from OMol25: a single C8H18N2O2S molecule (ωB97M-V with the def2-TZVPD basis set).

E_HOMO   -7.8 eV
Kohn-Sham gap   8.57 eV
Spin multiplicity   1
Charge   0
LUMO level   0.8 eV
Structure (SMILES)   CCN(CC)C1(S(N)(=O)=O)CCC1

Geometry as XYZ:
```
31
C8H18N2O2S, DFT ωB97M-V with the def2-TZVPD basis set
C 1.12747 0.42270 -2.65061
C 1.11716 0.83268 -1.20064
N -0.11478 0.32112 -0.42883
C -1.13847 1.41799 -0.30685
C -1.69832 1.77365 -1.60465
C 0.01169 -0.72827 0.37375
S 1.15140 0.01756 2.06897
N -0.17824 0.85964 2.77870
O 1.61580 -0.93060 3.02859
O 2.07501 0.92849 1.46974
C 0.82908 -1.95680 0.08260
C -0.34306 -2.78048 0.79112
C -1.04407 -1.44629 1.11591
H 0.76081 -0.57004 -2.83787
H 0.62374 1.05162 -3.31588
H 2.20795 0.40033 -2.89504
H 2.03663 0.57274 -0.79292
H 1.14810 1.95834 -0.97731
H -0.72949 2.24764 0.17484
H -1.83711 0.95638 0.36935
H -1.68974 0.97005 -2.27712
H -2.74365 2.07133 -1.49942
H -1.17494 2.60060 -2.11378
H -0.39321 0.65274 3.73696
H -0.19987 1.91704 2.74603
H 1.71509 -2.02394 0.64392
H 0.86048 -2.23643 -0.93619
H -0.90123 -3.29493 0.01293
H 0.08678 -3.34521 1.54511
H -1.99917 -1.39666 0.71952
H -1.18183 -1.26299 2.17907
```

natural (NBO) atomic charges, in units of e:
1 C -0.626
2 C -0.218
3 N -0.448
4 C -0.200
5 C -0.627
6 C 0.233
7 S 2.050
8 N -1.137
9 O -0.968
10 O -0.983
11 C -0.452
12 C -0.374
13 C -0.469
14 H 0.213
15 H 0.207
16 H 0.213
17 H 0.230
18 H 0.206
19 H 0.189
20 H 0.208
21 H 0.220
22 H 0.221
23 H 0.210
24 H 0.392
25 H 0.394
26 H 0.234
27 H 0.211
28 H 0.200
29 H 0.219
30 H 0.211
31 H 0.243

=====

#two
Entry from OMol25: a single C8H18N2O2S molecule (ωB97M-V with the def2-TZVPD basis set).

E_HOMO   -8.8 eV
Kohn-Sham gap   9.37 eV
Spin multiplicity   1
Charge   0
LUMO level   0.6 eV
Structure (SMILES)   CC(C)([C@@H](NN)C1CC1)S(C)(=O)=O

Geometry as XYZ:
```
31
C8H18N2O2S, DFT ωB97M-V with the def2-TZVPD basis set
C 1.30440 -0.61839 -1.28372
C 0.95446 -0.72922 0.17254
C 2.24048 -0.79079 1.02448
C -0.10430 0.41258 0.55111
N 0.29863 0.99445 1.81000
N -0.40872 0.54496 2.95915
C -0.05201 1.54388 -0.34514
C -0.88038 1.63698 -1.56250
C -1.16332 2.51531 -0.40662
S 0.24734 -2.39850 0.61572
C -1.27737 -2.71734 -0.47394
O 1.27552 -3.37696 0.41771
O -0.27235 -2.31801 1.92954
H 0.56647 -1.16522 -1.99015
H 2.22557 -1.22219 -1.31589
H 1.66136 0.24234 -1.63317
H 1.76569 -0.97280 2.01485
H 2.89593 -1.56675 0.70639
H 2.70820 0.16647 1.04770
H -1.06828 -0.16420 0.44438
H 0.23113 2.04715 1.79677
H -1.39496 0.69429 2.85619
H -0.21610 -0.39839 3.13103
H 0.93772 1.97145 -0.16619
H -1.57228 0.82570 -1.65322
H -0.48221 2.19676 -2.40314
H -0.97113 3.65621 -0.44951
H -2.10026 2.37300 0.20761
H -0.84809 -3.06844 -1.40518
H -1.87708 -3.39068 0.17790
H -1.85631 -1.78953 -0.66751
```

natural (NBO) atomic charges, in units of e:
1 C -0.635
2 C -0.209
3 C -0.636
4 C -0.069
5 N -0.480
6 N -0.663
7 C -0.260
8 C -0.420
9 C -0.422
10 S 2.148
11 C -0.844
12 O -0.944
13 O -0.986
14 H 0.209
15 H 0.224
16 H 0.223
17 H 0.232
18 H 0.233
19 H 0.227
20 H 0.185
21 H 0.364
22 H 0.323
23 H 0.367
24 H 0.227
25 H 0.217
26 H 0.229
27 H 0.223
28 H 0.210
29 H 0.238
30 H 0.261
31 H 0.229

=====

Short version: #two is the least stable of them.

=====

#one
Entry from OMol25: a single CH3ClO3S2 molecule (ωB97M-V with the def2-TZVPD basis set).

E_HOMO   -8.9 eV
Kohn-Sham gap   7.51 eV
Spin multiplicity   1
Charge   0
LUMO level   -1.4 eV
Structure (SMILES)   CS(=O)(=O)OSCl

Geometry as XYZ:
```
10
CH3ClO3S2, DFT ωB97M-V with the def2-TZVPD basis set
C -1.65633 0.17594 0.36126
S -0.03484 0.82403 -0.33569
O 0.66633 1.59384 0.64399
O -0.07381 1.18839 -1.71139
O 0.78922 -0.97783 -0.44860
S 2.22202 -2.11293 -0.15873
Cl 3.81597 -0.91290 0.33655
H -1.78210 0.46650 1.37659
H -2.48858 0.60233 -0.14360
H -1.45788 -0.84739 0.07961
```

natural (NBO) atomic charges, in units of e:
1 C -0.779
2 S 2.257
3 O -0.847
4 O -0.828
5 O -0.983
6 S 0.552
7 Cl -0.153
8 H 0.257
9 H 0.247
10 H 0.278

=====

#two
Entry from OMol25: a single CH3ClO3S2 molecule (ωB97M-V with the def2-TZVPD basis set).

E_HOMO   -10.1 eV
Kohn-Sham gap   9.58 eV
Spin multiplicity   1
Charge   0
LUMO level   -0.5 eV

Geometry as XYZ:
```
10
CH3ClO3S2, DFT ωB97M-V with the def2-TZVPD basis set
C 1.39086 0.07268 0.15424
O -0.95306 2.06219 -0.31992
O -0.72380 -1.33177 1.08054
O -0.10170 -1.68980 -1.35670
S -1.65301 0.90162 -0.77359
S -0.21307 -0.76865 -0.18419
Cl -2.96120 0.31171 0.68904
H 1.63745 1.06836 -0.14215
H 1.52453 -0.03880 1.24525
H 2.05300 -0.58754 -0.39251
```

natural (NBO) atomic charges, in units of e:
1 C -0.845
2 O -0.888
3 O -0.887
4 O -0.900
5 S 1.110
6 S 1.804
7 Cl -0.187
8 H 0.271
9 H 0.264
10 H 0.257

=====

Short version: #one is the least stable of them.